No. 1
A cluster of 2 separate species, CH6NO2 in total at a distorted geometry. Source: the OMol25 dataset; level of theory: the ωB97M-V functional and the def2-TZVPD basis.

Element x y z (Å)
O 2.346 -0.409 -0.673
H 1.379 -0.167 -0.246
N 0.070 0.795 -0.073
C -0.990 0.347 0.726
O -1.341 -1.044 0.171
H 1.917 -0.557 -1.492
H -0.420 1.113 -0.889
H -0.647 0.206 1.767
H -1.899 0.999 0.836
H -0.416 -1.283 -0.126

* energy above the lowest of the compared OMol25 structures with the same formula, charge and spin: 118.4 kJ/mol
* HOMO-LUMO gap: 0.2750 Ha
* HOMO: -2.7 eV
* spin multiplicity: 1
* total charge: -1
* largest force on an atom: 2.067 eV/A
* molecular weight: 64.06 g/mol
* lowest unoccupied orbital energy: 4.7480 eV

=====

No. 2
A cluster of 2 separate species, CH6NO2 in total at a distorted geometry. Source: the OMol25 dataset; level of theory: the ωB97M-V functional and the def2-TZVPD basis.

Element x y z (Å)
N -1.653 -0.066 -1.147
C -0.805 -0.398 0.002
O 0.535 -0.479 -0.304
H -1.120 0.591 -1.710
H -1.713 -0.899 -1.738
H -0.979 0.343 0.796
H -1.193 -1.348 0.422
H 1.191 0.137 0.799
H 1.962 1.474 0.803
O 1.773 0.782 1.448

* energy above the lowest of the compared OMol25 structures with the same formula, charge and spin: 10.3 kJ/mol
* HOMO-LUMO gap: 0.3008 Ha
* HOMO: -3.3 eV
* spin multiplicity: 1
* total charge: -1
* largest force on an atom: 1.274 eV/A
* molecular weight: 64.06 g/mol
* lowest unoccupied orbital energy: 4.8919 eV

=====

No. 3
A structure of composition CH6NO2 at a distorted geometry. Source: the OMol25 dataset; level of theory: the ωB97M-V functional and the def2-TZVPD basis.

Element x y z (Å)
N -0.253 -0.736 2.419
C -0.416 -0.296 0.815
O 0.104 0.125 -0.757
H 0.435 -0.931 1.312
H 0.338 -0.004 2.638
H -0.842 0.734 0.870
H -1.239 -0.949 0.601
H 0.238 1.107 -3.280
H 0.577 0.278 -1.582
O 1.057 0.671 -3.038

* energy above the lowest of the compared OMol25 structures with the same formula, charge and spin: 716.1 kJ/mol
* HOMO-LUMO gap: 0.2447 Ha
* HOMO: -3.4 eV
* spin multiplicity: 1
* total charge: -1
* largest force on an atom: 6.803 eV/A
* molecular weight: 64.06 g/mol
* lowest unoccupied orbital energy: 3.2787 eV

=====

No. 4
A cluster of 2 separate species, CH6NO2 in total at a distorted geometry. Source: the OMol25 dataset; level of theory: the ωB97M-V functional and the def2-TZVPD basis.

Element x y z (Å)
N 1.117 -0.772 0.638
C 0.517 0.645 0.446
O -0.860 1.175 -0.079
H 0.330 -0.634 -0.251
H 2.014 -0.873 0.143
H 0.408 0.984 1.548
H 1.209 1.284 -0.085
H -1.493 -1.377 -0.567
H -1.306 0.356 -0.585
O -1.934 -0.788 -1.208

* energy above the lowest of the compared OMol25 structures with the same formula, charge and spin: 439.2 kJ/mol
* HOMO-LUMO gap (spin up / spin down): 0.4089 / 0.2555 Ha
* ⟨S²⟩: 0.758
* HOMO (spin up / spin down): -10.5 / -10.4 eV
* spin multiplicity: 2
* largest force on an atom: 6.248 eV/A
* molecular weight: 64.06 g/mol
* lowest unoccupied orbital energy (spin up / spin down): 0.6419 / -3.4345 eV

=====

No. 5
A cluster of 2 separate species, CH6NO2 in total at a distorted geometry. Source: the OMol25 dataset; level of theory: the ωB97M-V functional and the def2-TZVPD basis.

Element x y z (Å)
N 0.610 0.955 2.401
H 1.076 1.561 1.683
H 0.241 1.552 3.141
H 1.168 0.209 2.818
H -0.232 0.560 1.930
O -0.110 -0.152 0.078
C -0.578 -0.587 -0.953
O -0.014 -0.456 -2.152
H -1.552 -1.083 -0.908
H -0.603 -0.938 -2.755

* energy above the lowest of the compared OMol25 structures with the same formula, charge and spin: 19.5 kJ/mol
* HOMO-LUMO gap: 0.4186 Ha
* HOMO: -15.2 eV
* spin multiplicity: 1
* total charge: +1
* largest force on an atom: 1.573 eV/A
* molecular weight: 64.06 g/mol
* lowest unoccupied orbital energy: -3.8408 eV

=====

No. 6
A cluster of 3 separate species, CH6NO4 in total at a distorted geometry. Source: the OMol25 dataset; level of theory: the ωB97M-V functional and the def2-TZVPD basis.

Element x y z (Å)
N 0.690 1.422 -1.522
C -0.157 0.609 -0.769
O 0.335 -0.438 -0.271
O -1.323 1.038 -0.587
H 1.662 1.402 -1.269
H 0.299 2.305 -1.827
H -1.304 -1.422 0.203
H -2.492 -0.597 0.133
O -2.236 -1.472 0.445
H 0.837 -0.552 1.727
H 2.018 -1.487 1.598
O 1.669 -0.807 2.140

* energy above the lowest of the compared OMol25 structures with the same formula, charge and spin: 15.8 kJ/mol
* HOMO-LUMO gap: 0.3287 Ha
* HOMO: -4.7 eV
* spin multiplicity: 1
* total charge: -1
* largest force on an atom: 1.808 eV/A
* molecular weight: 96.06 g/mol
* lowest unoccupied orbital energy: 4.2043 eV

=====

No. 7
A cluster of 3 separate species, CH6NO4 in total at a distorted geometry. Source: the OMol25 dataset; level of theory: the ωB97M-V functional and the def2-TZVPD basis.

Element x y z (Å)
N 0.439 2.903 0.189
C 0.771 1.557 0.593
O 1.438 0.872 -0.228
O 0.494 1.252 1.778
H 0.083 2.725 -0.749
H -0.217 3.329 0.824
H -0.586 -2.922 -0.241
H -1.461 -3.422 0.910
O -0.653 -3.619 0.438
H -0.319 -0.603 -1.857
H 0.441 -1.013 -0.627
O -0.430 -1.059 -1.031

* energy above the lowest of the compared OMol25 structures with the same formula, charge and spin: 76.1 kJ/mol
* HOMO-LUMO gap: 0.2923 Ha
* HOMO: -4.1 eV
* spin multiplicity: 1
* total charge: -1
* largest force on an atom: 2.277 eV/A
* molecular weight: 96.06 g/mol
* lowest unoccupied orbital energy: 3.8928 eV

=====

No. 8
A cluster of 2 separate species, CH6NOS in total at a distorted geometry. Source: the OMol25 dataset; level of theory: the ωB97M-V functional and the def2-TZVPD basis.

Element x y z (Å)
S 1.920 0.060 -0.724
H 0.663 1.193 0.454
H 3.139 0.309 -1.164
N -1.234 -0.619 -0.587
C -0.681 -0.220 0.735
O -0.211 1.085 0.957
H -0.393 -0.652 -1.161
H -1.843 0.135 -0.903
H -1.508 -0.344 1.483
H 0.147 -0.947 0.909

* energy above the lowest of the compared OMol25 structures with the same formula, charge and spin: 29.0 kJ/mol
* HOMO-LUMO gap: 0.2769 Ha
* HOMO: -3.2 eV
* spin multiplicity: 1
* total charge: -1
* largest force on an atom: 1.480 eV/A
* molecular weight: 80.13 g/mol
* lowest unoccupied orbital energy: 4.2977 eV

=====

No. 9
A cluster of 2 separate species, CH6NOS in total at a distorted geometry. Source: the OMol25 dataset; level of theory: the ωB97M-V functional and the def2-TZVPD basis.

Element x y z (Å)
S 0.031 -1.439 -2.481
H 0.981 -2.336 -2.323
N 0.877 0.660 0.408
C -0.450 0.796 0.938
O -1.567 0.146 0.216
H 0.934 -0.121 -0.234
H 1.635 0.488 1.051
H -0.746 1.836 0.984
H -0.595 0.333 1.918
H -1.100 -0.364 -0.477

* energy above the lowest of the compared OMol25 structures with the same formula, charge and spin: 55.9 kJ/mol
* HOMO-LUMO gap (spin up / spin down): 0.3640 / 0.2265 Ha
* ⟨S²⟩: 0.753
* HOMO (spin up / spin down): -9.2 / -9.2 eV
* spin multiplicity: 2
* largest force on an atom: 2.541 eV/A
* molecular weight: 80.13 g/mol
* lowest unoccupied orbital energy (spin up / spin down): 0.6759 / -3.0642 eV

=====

No. 10
A cluster of 2 separate species, CH6NOS in total at a distorted geometry. Source: the OMol25 dataset; level of theory: the ωB97M-V functional and the def2-TZVPD basis.

Element x y z (Å)
C 0.562 0.217 -0.827
N 1.388 -0.657 -0.327
O -0.358 -0.123 -1.632
S -1.429 0.416 1.432
H 0.552 1.266 -0.818
H -1.918 1.683 1.273
H 2.139 -0.463 0.337
H 1.062 -1.622 -0.402
H -0.577 -1.047 -1.813
H -1.421 0.329 2.777

* energy above the lowest of the compared OMol25 structures with the same formula, charge and spin: 29.4 kJ/mol
* HOMO-LUMO gap: 0.3434 Ha
* HOMO: -13.8 eV
* spin multiplicity: 1
* total charge: +1
* largest force on an atom: 1.983 eV/A
* molecular weight: 80.13 g/mol
* lowest unoccupied orbital energy: -4.4716 eV

=====

No. 11
A cluster of 2 separate species, CH6NP in total. Source: the OMol25 dataset; level of theory: the ωB97M-V functional and the def2-TZVPD basis.

Element x y z (Å)
C 1.007 0.652 0.513
N -1.080 0.099 -0.985
P -0.782 0.239 0.650
H 1.548 -0.123 -0.033
H 1.435 0.752 1.510
H 1.110 1.605 -0.012
H -1.982 -0.259 -1.261
H -0.343 -0.171 -1.622
H -0.912 -2.796 1.239

* energy above the lowest of the compared OMol25 structures with the same formula, charge and spin: 290.3 kJ/mol
* HOMO-LUMO gap (spin up / spin down): 0.2443 / 0.3674 Ha
* HOMO (spin up / spin down): -6.9 / -9.7 eV
* spin multiplicity: 1
* largest force on an atom: 0.773 eV/A
* molecular weight: 63.04 g/mol
* lowest unoccupied orbital energy (spin up / spin down): -0.2173 / 0.2664 eV

=====

No. 12
The molecule CH6NP at a distorted geometry. Source: the OMol25 dataset; level of theory: the ωB97M-V functional and the def2-TZVPD basis.

Element x y z (Å)
C 1.352 0.316 0.056
P 0.056 -1.052 0.080
N -1.682 0.259 0.130
H 0.786 1.279 -0.017
H 1.918 0.087 -0.813
H 1.998 0.263 0.986
H -0.172 -0.845 -1.345
H -1.969 0.170 1.110
H -2.287 -0.477 -0.186

* energy above the lowest of the compared OMol25 structures with the same formula, charge and spin: 117.8 kJ/mol
* HOMO-LUMO gap: 0.3615 Ha
* SMILES string: CPN
* HOMO: -9.3 eV
* spin multiplicity: 1
* largest force on an atom: 4.045 eV/A
* molecular weight: 63.04 g/mol
* lowest unoccupied orbital energy: 0.5298 eV

=====

No. 13
A cluster of 2 separate species, CH6NPS in total at a distorted geometry. Source: the OMol25 dataset; level of theory: the ωB97M-V functional and the def2-TZVPD basis.

Element x y z (Å)
C 0.240 1.656 -0.239
N -1.757 -1.588 -0.019
P 0.575 0.472 1.077
S 2.063 -0.524 -0.028
H -0.287 2.426 0.315
H -0.632 1.255 -0.869
H 1.048 2.110 -0.864
H -2.029 -2.001 -0.900
H -1.748 -2.418 0.564
H 2.527 -1.388 0.962

* energy above the lowest of the compared OMol25 structures with the same formula, charge and spin: 331.1 kJ/mol
* HOMO-LUMO gap (spin up / spin down): 0.3490 / 0.2277 Ha
* HOMO (spin up / spin down): -9.7 / -7.1 eV
* spin multiplicity: 1
* largest force on an atom: 2.169 eV/A
* molecular weight: 95.11 g/mol
* lowest unoccupied orbital energy (spin up / spin down): -0.1714 / -0.8583 eV

=====

No. 14
A cluster of 2 separate species, CH6NS in total. Source: the OMol25 dataset; level of theory: the ωB97M-V functional and the def2-TZVPD basis.

Element x y z (Å)
N 1.281 0.159 1.881
H 1.949 -0.554 2.124
H 0.838 -0.023 0.994
H 0.619 0.240 2.635
C -1.066 0.040 -1.528
S 0.714 0.117 -1.586
H -1.478 -0.089 -0.512
H -1.440 0.969 -1.965
H -1.418 -0.858 -2.044

* energy above the lowest of the compared OMol25 structures with the same formula, charge and spin: 6.6 kJ/mol
* HOMO-LUMO gap (spin up / spin down): 0.3830 / 0.2584 Ha
* ⟨S²⟩: 0.753
* HOMO (spin up / spin down): -9.4 / -9.0 eV
* spin multiplicity: 2
* largest force on an atom: 0.847 eV/A
* molecular weight: 64.13 g/mol
* lowest unoccupied orbital energy (spin up / spin down): 0.9965 / -1.9961 eV

=====

No. 15
A cluster of 2 separate species, CH6O in total at a distorted geometry. Source: the OMol25 dataset; level of theory: the ωB97M-V functional and the def2-TZVPD basis.

Element x y z (Å)
C -0.415 -1.234 -0.532
H -1.247 -0.744 -0.013
H -0.676 -2.303 -0.470
H 0.512 -0.958 -0.036
H -0.499 -1.178 -1.630
H 0.586 1.783 1.587
H 0.831 2.150 0.090
O 0.907 2.485 1.004

* energy above the lowest of the compared OMol25 structures with the same formula, charge and spin: 0.0 kJ/mol
* HOMO-LUMO gap (spin up / spin down): 0.1377 / 0.4420 Ha
* ⟨S²⟩: 0.750
* HOMO (spin up / spin down): 1.2 / -7.2 eV
* spin multiplicity: 2
* total charge: -1
* largest force on an atom: 1.763 eV/A
* molecular weight: 34.06 g/mol
* lowest unoccupied orbital energy (spin up / spin down): 4.9919 / 4.8432 eV

=====

No. 16
A cluster of 2 separate species, CH6O in total at a distorted geometry. Source: the OMol25 dataset; level of theory: the ωB97M-V functional and the def2-TZVPD basis.

Element x y z (Å)
C 1.558 0.863 -0.334
H 1.365 0.410 -1.318
H 2.130 1.793 -0.464
H 0.601 1.086 0.161
H 2.136 0.161 0.286
O -2.495 -1.086 0.392
H -2.867 -1.247 1.289
H -2.428 -1.980 -0.013

* energy above the lowest of the compared OMol25 structures with the same formula, charge and spin: 1.7 kJ/mol
* HOMO-LUMO gap: 0.4605 Ha
* SMILES string: C.O
* HOMO: -11.6 eV
* spin multiplicity: 1
* largest force on an atom: 1.232 eV/A
* molecular weight: 34.06 g/mol
* lowest unoccupied orbital energy: 0.9359 eV

=====

No. 17
A cluster of 2 separate species, CH6O in total at a distorted geometry. Source: the OMol25 dataset; level of theory: the ωB97M-V functional and the def2-TZVPD basis.

Element x y z (Å)
C 0.523 -1.024 -0.590
H 0.629 -0.286 -1.399
H 1.471 -1.565 -0.460
H 0.265 -0.507 0.346
H -0.275 -1.737 -0.846
O -0.621 2.019 1.016
H -0.396 1.090 0.782
H -1.596 2.011 1.151

* energy above the lowest of the compared OMol25 structures with the same formula, charge and spin: 4.1 kJ/mol
* HOMO-LUMO gap: 0.4562 Ha
* SMILES string: C.O
* HOMO: -11.5 eV
* spin multiplicity: 1
* largest force on an atom: 1.207 eV/A
* molecular weight: 34.06 g/mol
* lowest unoccupied orbital energy: 0.9229 eV

=====

No. 18
A cluster of 2 separate species, CH6O in total at a distorted geometry. Source: the OMol25 dataset; level of theory: the ωB97M-V functional and the def2-TZVPD basis.

Element x y z (Å)
C -0.480 -0.781 -0.963
H -0.331 -1.738 -0.442
H 0.458 -0.481 -1.454
H -1.270 -0.895 -1.719
H -0.776 -0.010 -0.236
O 0.423 1.248 1.478
H 0.802 2.042 1.919
H 1.174 0.615 1.417

* energy above the lowest of the compared OMol25 structures with the same formula, charge and spin: 0.8 kJ/mol
* HOMO-LUMO gap: 0.4592 Ha
* SMILES string: C.O
* HOMO: -11.6 eV
* spin multiplicity: 1
* largest force on an atom: 1.287 eV/A
* molecular weight: 34.06 g/mol
* lowest unoccupied orbital energy: 0.8691 eV

=====

No. 19
A cluster of 2 separate species, CH6O2 in total at a distorted geometry. Source: the OMol25 dataset; level of theory: the ωB97M-V functional and the def2-TZVPD basis.

Element x y z (Å)
C 1.205 -0.352 0.042
O 0.278 0.775 -0.032
H 0.687 -0.955 -0.681
H 2.213 0.010 -0.376
H 1.388 -0.860 1.014
H 0.381 1.291 0.794
O -2.310 -0.112 0.172
H -2.645 0.355 -0.738
H -1.198 -0.154 -0.195

* energy above the lowest of the compared OMol25 structures with the same formula, charge and spin: 131.4 kJ/mol
* HOMO-LUMO gap: 0.4046 Ha
* SMILES string: CO.O
* HOMO: -10.3 eV
* spin multiplicity: 1
* largest force on an atom: 6.491 eV/A
* molecular weight: 50.06 g/mol
* lowest unoccupied orbital energy: 0.7099 eV

=====

No. 20
A cluster of 2 separate species, CH6O2 in total at a distorted geometry. Source: the OMol25 dataset; level of theory: the ωB97M-V functional and the def2-TZVPD basis.

Element x y z (Å)
C -1.573 0.489 1.314
O -0.851 -0.565 0.673
H -2.643 0.395 1.060
H -1.270 1.540 1.174
H -1.438 0.221 2.375
H -0.007 -0.142 0.411
O 2.380 -0.911 -2.548
H 2.245 -0.640 -1.612
H 3.158 -0.388 -2.848

* energy above the lowest of the compared OMol25 structures with the same formula, charge and spin: 45.3 kJ/mol
* HOMO-LUMO gap: 0.3996 Ha
* SMILES string: CO.O
* HOMO: -10.4 eV
* spin multiplicity: 1
* largest force on an atom: 2.118 eV/A
* molecular weight: 50.06 g/mol
* lowest unoccupied orbital energy: 0.4953 eV